No. 1
Here is C5H9N in the gas phase in a non-equilibrium geometry from OMol25. Energies are from ωB97M-V/def2-TZVPD.

Positions of all 15 atoms, in Å:
N  -0.970  -0.526  -0.425
C  -2.344  -0.054  -0.553
C  1.352  -0.571  -0.160
C  0.196  1.578  0.188
C  2.132  -0.795  0.941
C  0.141  0.286  -0.041
H  1.219  2.168  0.174
H  1.530  -0.910  -1.167
H  -0.612  2.368  0.420
H  -2.538  0.886  -1.174
H  -1.050  -1.346  0.134
H  1.931  -0.318  1.854
H  3.148  -1.232  0.964
H  -2.933  -0.927  -0.860
H  -2.768  0.324  0.376

energy above the lowest of the compared OMol25 structures with the same formula, charge and spin = 53.09 kcal per mole
gap between HOMO and LUMO = 0.35234 hartree
SMILES string = C=CC(=C)NC
LUMO energy = 1.07 eV
net charge = 0

No. 2
Here is C3H3NO in the gas phase from OMol25. Energies are from ωB97M-V/def2-TZVPD.

Positions of all 8 atoms, in Å:
O  1.559  1.252  0.012
N  0.636  -0.833  0.229
C  1.705  0.053  -0.004
C  -1.697  0.095  -0.071
C  -0.479  -0.325  0.105
H  -2.225  0.918  0.410
H  2.684  -0.432  -0.059
H  -2.198  -0.685  -0.619

energy above the lowest of the compared OMol25 structures with the same formula, charge and spin = 36.21 kcal per mole
gap between HOMO and LUMO = 0.35619 hartree
SMILES string = C=C=NC=O
LUMO energy = 0.14 eV
net charge = 0

No. 3
Here is CFHgNO5S2 as an isolated structure in a non-equilibrium geometry from OMol25. Energies are from ωB97M-V/def2-TZVPD.

Positions of all 11 atoms, in Å:
Hg  0.469  -2.053  0.342
S  2.373  0.072  -0.419
S  -0.194  1.236  -0.542
F  -0.332  2.818  0.057
O  -1.658  0.873  0.039
O  -1.406  -1.439  -0.341
O  3.384  0.622  0.539
O  -3.428  -0.626  0.205
O  2.223  -1.442  -0.211
N  0.818  0.527  0.376
C  -2.250  -0.588  -0.045

energy above the lowest of the compared OMol25 structures with the same formula, charge and spin = 7.00 kcal per mole
gap between HOMO and LUMO (spin up / spin down) = 0.25319 / 0.31195 hartree
expectation value of S² = 0.753
spin multiplicity = 2
LUMO energy (spin up / spin down) = 3.30 / 2.50 eV
net charge = -1

No. 4
Here is C2H4N2S as an isolated structure in a non-equilibrium geometry from OMol25. Energies are from ωB97M-V/def2-TZVPD.

Positions of all 9 atoms, in Å:
S  0.719  1.947  -1.603
N  0.477  -0.039  0.109
N  -1.282  -0.729  1.653
C  0.907  0.557  -1.067
C  -0.749  0.194  0.836
H  0.527  -1.349  -0.130
H  -1.078  1.278  0.544
H  -0.992  -1.696  1.384
H  1.472  -0.164  -1.725

energy above the lowest of the compared OMol25 structures with the same formula, charge and spin = 63.51 kcal per mole
gap between HOMO and LUMO = 0.32880 hartree
LUMO energy = -0.09 eV
net charge = 0

No. 5
Here is C40H46BeBrClF4N4P2 as an isolated structure from OMol25. Energies are from ωB97M-V/def2-TZVPD.

Positions of all 99 atoms, in Å:
Br  -0.272  -2.150  0.556
Cl  0.350  -1.062  -4.360
P  -1.763  2.040  1.248
P  2.031  0.036  -0.495
F  3.655  -5.137  2.003
F  4.834  -1.138  -0.099
F  5.546  -3.433  1.069
F  1.045  -4.533  1.756
N  -0.438  1.348  0.871
N  -1.733  3.061  2.587
N  -2.984  0.925  1.575
N  -2.380  3.097  0.097
C  2.529  -1.597  0.182
C  4.076  1.920  0.108
C  -2.642  -1.806  -1.821
C  0.565  3.586  3.302
C  4.560  2.608  2.362
C  -3.230  4.230  0.488
C  -2.400  -3.715  -3.250
C  -3.966  4.759  -0.733
C  2.800  0.142  -2.133
C  -3.367  -1.485  1.958
C  3.864  -1.947  0.336
C  -1.718  3.262  -1.204
C  1.951  -3.679  1.281
C  -1.560  -1.134  -2.408
C  3.971  -0.743  -4.040
C  -2.081  2.655  3.937
C  -1.347  -3.076  -3.879
C  3.474  -0.902  -2.755
C  -5.142  -0.059  0.945
C  -0.953  -1.810  -3.466
C  0.237  3.125  4.720
C  3.292  -4.001  1.416
C  3.805  0.459  -4.709
C  -1.146  0.191  -1.882
C  -2.668  -0.216  2.429
C  -0.886  2.089  4.697
C  2.758  1.077  1.934
C  4.256  -3.130  0.939
C  -4.868  -1.252  1.852
C  -4.405  1.188  1.426
C  4.825  2.671  1.002
C  3.129  1.505  -4.095
C  1.577  -2.493  0.673
C  -2.970  5.366  -1.737
C  3.041  1.117  0.571
C  -1.586  4.733  -1.562
C  -0.687  4.077  2.589
C  2.620  1.343  -2.819
C  3.526  1.807  2.826
C  -3.061  -3.060  -2.218
Be  -0.276  0.372  -0.338
H  -0.087  3.985  5.318
H  5.630  3.293  0.634
H  -1.085  4.971  3.089
H  -0.740  2.782  -1.149
H  -6.212  0.156  0.896
H  -0.998  4.833  -2.477
H  -0.456  4.352  1.558
H  -0.539  1.183  4.189
H  -2.441  3.550  4.464
H  -2.709  -4.700  -3.573
H  1.919  0.491  2.293
H  1.327  4.369  3.312
H  -2.916  1.959  3.904
H  -1.585  -0.341  2.436
H  -2.904  6.447  -1.604
H  3.303  1.765  3.885
H  3.601  -1.852  -2.253
H  -2.058  0.765  -1.685
H  -0.826  -3.544  -4.702
H  -1.028  5.248  -0.776
H  -4.849  1.534  2.376
H  -2.988  -0.029  3.466
H  -2.633  5.037  0.931
H  4.319  1.947  -0.946
H  -2.285  2.754  -1.992
H  -2.972  -1.776  0.978
H  1.126  2.721  5.209
H  -3.904  -3.527  -1.725
H  0.954  2.745  2.723
H  -4.714  5.493  -0.431
H  -5.267  -1.043  2.852
H  -4.534  1.977  0.689
H  -4.505  3.926  -1.195
H  4.488  -1.564  -4.518
H  -5.381  -2.143  1.486
H  5.154  3.185  3.058
H  -3.926  3.919  1.265
H  2.983  2.441  -4.617
H  -0.585  0.742  -2.644
H  2.068  2.154  -2.354
H  -3.141  -2.298  2.651
H  -1.182  1.811  5.711
H  -4.808  -0.286  -0.072
H  -3.172  -1.290  -1.026
H  4.194  0.580  -5.711
H  -3.325  5.196  -2.756

gap between HOMO and LUMO = 0.28538 hartree
LUMO energy = 0.20 eV
net charge = 0

No. 6
Here is C49H37BCrF4N2O17 as an isolated structure in a non-equilibrium geometry from OMol25. Energies are from ωB97M-V/def2-TZVPD.

Positions of all 111 atoms, in Å:
Cr  2.711  3.018  -0.221
F  2.103  -1.929  0.760
F  0.393  -1.062  1.791
F  2.195  -3.718  -1.846
F  0.240  -2.060  -0.074
O  1.481  3.286  -1.948
O  1.048  3.894  0.946
O  0.008  4.683  -2.611
O  -5.623  2.132  3.706
O  3.663  3.153  1.725
O  -2.998  -4.725  -4.685
O  7.491  2.942  5.652
O  2.120  1.137  0.448
O  2.648  -5.502  0.564
O  -7.746  -1.268  0.063
O  -0.602  4.656  2.147
O  0.376  0.871  -0.802
O  2.204  -2.958  -4.543
O  3.046  -5.804  -1.605
O  -0.565  5.123  0.127
O  4.571  -6.609  -0.283
O  1.046  3.477  -3.994
N  0.846  3.832  -2.822
N  -0.047  4.546  1.069
C  1.723  -5.721  -4.473
C  -1.422  -2.989  -4.607
C  -6.589  0.749  0.430
C  -2.486  -1.990  -4.419
C  -5.074  3.028  -0.412
C  -1.626  1.713  -1.493
C  4.344  3.183  2.783
C  0.214  -7.524  -4.575
C  5.106  -0.508  4.750
C  1.458  -5.098  -0.145
C  -8.882  -1.314  2.681
C  4.560  1.946  3.611
C  5.064  4.451  3.323
C  6.745  6.603  3.911
C  -0.926  -0.227  -4.410
C  6.895  5.436  4.598
C  -6.030  1.697  1.354
C  -0.673  -5.281  -4.594
C  1.423  0.127  -0.194
C  -7.947  -0.313  2.283
C  -9.326  -1.351  4.001
C  3.673  0.949  3.461
C  6.463  3.027  4.942
C  -0.898  -6.681  -4.606
C  -7.374  0.542  3.208
C  -2.256  -0.617  -4.419
C  -1.016  0.543  -0.786
C  0.692  -4.816  -4.559
C  4.810  5.707  2.656
C  -6.185  1.502  2.845
C  1.495  -7.100  -4.472
C  -6.133  0.997  -0.923
C  0.995  -1.200  0.579
C  -5.464  2.154  -1.372
C  -7.467  -0.316  0.805
C  5.609  1.882  4.593
C  1.064  -3.412  -4.606
C  -5.341  2.820  0.895
C  3.518  -5.997  -0.382
C  5.580  6.755  3.030
C  5.813  0.640  5.172
C  1.953  -4.928  -1.526
C  3.990  -0.335  3.926
C  -0.084  -2.496  -4.713
C  -7.882  0.522  4.530
C  -8.799  -0.427  4.918
C  0.118  -1.153  -4.607
C  -1.830  -4.395  -4.645
C  6.168  4.332  4.261
B  4.461  2.503  -1.327
H  -1.418  2.548  -0.824
H  -1.174  -0.396  -1.315
H  -10.083  -2.058  4.306
H  7.704  5.339  5.307
H  6.561  0.515  5.942
H  -4.899  3.503  1.605
H  -7.372  1.178  5.219
H  5.423  7.583  2.355
H  -0.713  0.830  -4.351
H  -2.714  1.709  -1.425
H  -9.117  -0.598  5.936
H  -1.890  -7.035  -4.848
H  0.671  -5.853  -0.118
H  0.151  -8.592  -4.722
H  -3.474  -2.379  -4.223
H  3.319  -1.114  3.594
H  1.158  -5.408  -2.097
H  -4.484  3.895  -0.670
H  7.418  7.447  3.950
H  5.499  -1.456  5.087
H  5.403  2.323  -1.821
H  -1.374  1.798  -2.550
H  3.994  3.346  -1.814
H  -9.359  -2.044  2.043
H  3.778  1.668  -1.363
H  -1.394  0.321  0.212
H  2.337  -7.777  -4.484
H  3.980  5.796  1.970
H  2.869  1.165  2.772
H  4.614  2.796  -0.300
H  2.712  -5.295  -4.562
H  -3.008  0.120  -4.177
H  0.865  -4.283  0.271
H  -6.519  0.369  -1.712
H  1.075  -0.655  -4.544
H  1.908  -0.315  -1.064
H  -5.278  2.275  -2.429

gap between HOMO and LUMO (spin up / spin down) = 0.23693 / 0.15604 hartree
expectation value of S² = 6.159
spin multiplicity = 5
LUMO energy (spin up / spin down) = -3.21 / -5.33 eV
net charge = 0

What are the total energy values for these records? In order: -250.5823 -246.0338 -1518.7234 -586.1932 -5902.0929 -4746.2686 Ha.